No. 1
A 2-piece molecular cluster, CH2O2S overall at a distorted geometry. Source: the Open Molecules 2025 dataset; level of theory: ωB97M-V/def2-TZVPD.

Atoms and positions in Å:
1 C 1.999 0.897 0.163
2 O 2.668 -0.073 -0.245
3 O -1.517 -0.428 0.082
4 S 0.781 -0.234 -0.220
5 H -1.710 0.330 0.720
6 H -2.222 -0.493 -0.499

## Properties
- Kohn-Sham gap: 9.069 eV
- LUMO: -0.31 eV

No. 2
A 2-piece molecular cluster, C4H12S overall at a distorted geometry. Source: the Open Molecules 2025 dataset; level of theory: ωB97M-V/def2-TZVPD.

Atoms and positions in Å:
1 C 1.154 -1.082 -2.696
2 C -0.264 -1.564 -2.740
3 H 1.236 -0.096 -3.035
4 H 1.468 -0.982 -1.666
5 H 1.851 -1.663 -3.191
6 H -0.650 -1.548 -3.812
7 H -0.924 -1.096 -2.125
8 H -0.306 -2.673 -2.354
9 C 0.717 -0.467 1.915
10 C -1.626 1.484 1.803
11 S 0.014 0.967 0.893
12 H -0.094 -1.100 2.242
13 H 1.437 -1.065 1.343
14 H 1.283 -0.100 2.832
15 H -1.911 0.742 2.565
16 H -2.068 1.418 0.885
17 H -1.430 2.467 2.343

## Properties
- Charge: -1
- Kohn-Sham gap (spin up / spin down): 2.283 / 8.194 eV
- Spin multiplicity: 2
- LUMO (spin up / spin down): 3.54 / 3.48 eV

No. 3
A single C5H2ClN3S3 molecule at a distorted geometry. Source: the Open Molecules 2025 dataset; level of theory: ωB97M-V/def2-TZVPD.

Atoms and positions in Å:
1 C 2.892 0.603 0.224
2 C 1.546 0.018 0.012
3 C -0.795 0.403 -0.093
4 C -2.907 0.367 -0.542
5 C -2.875 -0.577 0.431
6 H -3.770 0.912 -1.348
7 H -3.671 -1.201 0.635
8 N 3.896 -0.259 0.200
9 N 0.537 0.887 -0.035
10 N -1.730 0.978 -0.766
11 S 3.564 -1.894 -0.039
12 S 1.488 -1.663 -0.192
13 S -1.322 -0.784 1.106
14 Cl 3.147 2.208 0.407

## Properties
- SMILES: Clc1nss/c1=N\c1nccs1
- Kohn-Sham gap: 7.515 eV
- LUMO: -0.86 eV

No. 4
A single C3H5O2P molecule at a distorted geometry. Source: the Open Molecules 2025 dataset; level of theory: ωB97M-V/def2-TZVPD.

Atoms and positions in Å:
1 C 2.377 -0.350 -0.068
2 C -1.513 -0.379 -0.543
3 C -0.322 -0.525 0.272
4 O 3.378 -0.017 -0.516
5 O -1.528 -0.209 0.811
6 P 0.760 0.888 0.167
7 H -1.677 0.442 -1.155
8 H -1.968 -1.328 -0.837
9 H 0.016 -1.654 0.419
10 H 0.863 1.293 1.508
11 H -0.388 1.839 -0.058

## Properties
- SMILES: O=C=[PH2][C@@H]1CO1
- Kohn-Sham gap: 8.864 eV
- LUMO: 0.38 eV

E
In order: -15995.65862; -15175.08429; -54713.67284; -16571.61901
Unit: eV
Energy above the lowest of the compared OMol25 structures with the same formula, charge and spin
In order: 98.6; 29.8; 27.6; 95.8
Unit: kcal/mol